(1)
The following is a quantum chemistry calculation of 2 unconnected molecules or ions with the total composition C3H10NO, from the Open Molecules 2025 dataset.

Each line ends with the Löwdin charge.
Geometry (Å):
C  1.23413  -0.89110  -1.09711  0.158
H  0.13585  -1.52077  0.58593  0.156
N  -3.15067  1.80373  1.42390  0.017
H  -2.47285  1.46897  0.75593  -0.033
H  0.36887  0.98575  -0.17675  0.102
H  2.51420  -1.68182  0.23081  0.162
H  -3.08496  2.80473  1.52940  0.008
C  -0.01386  -0.93032  -0.31930  -0.175
O  -0.22578  0.37181  0.27403  0.008
C  2.50533  -0.80858  -0.44874  0.014
H  3.39572  -0.84973  -1.06917  0.116
H  2.56855  0.03770  0.24041  0.146
H  -4.07297  1.51943  1.12597  0.008
H  -0.87941  -1.31143  -0.86882  0.148
H  1.17784  -0.99837  -2.18649  0.166

As for the total charge: +1. The value obtained for the HOMO energy is -12.221 eV. The HOMO-LUMO gap comes out at 4.105 eV. The calculation puts the energy above the lowest of the compared OMol25 structures with the same formula, charge and spin at 88.78 kcal per mole. For the energy, the calculation gives -6800.46064 eV.

=====

(2)
The following is a quantum chemistry calculation of 2 unconnected molecules or ions with the total composition C3H10NO2, from the Open Molecules 2025 dataset.

Each line ends with the Löwdin charge.
Geometry (Å):
H  1.40987  1.23036  0.31971  0.067
H  0.12789  1.21279  1.56332  0.072
H  -0.34746  -1.64572  -0.82242  0.093
H  1.23731  -0.97166  -0.22938  0.082
H  0.73708  -1.23561  1.95198  0.067
H  -0.18251  -2.58564  1.31540  0.073
H  -1.25479  0.22069  0.29988  0.080
N  -0.41123  0.35258  -0.29814  -0.184
O  -1.33683  -0.94449  1.78057  -0.335
C  0.34076  1.34841  0.49542  -0.139
C  -0.18873  -1.46389  1.36459  -0.545
C  0.15793  -0.98873  -0.10255  -0.249
O  -0.26661  1.28204  -2.92711  -0.137
H  -0.00978  2.32026  0.20030  0.056
H  -0.54141  1.12990  -1.98157  -0.006
H  0.52851  0.73871  -2.92999  0.005

As for the total charge: -1. The value obtained for the HOMO energy is -2.959 eV. The HOMO-LUMO gap comes out at 7.143 eV. The calculation puts the energy above the lowest of the compared OMol25 structures with the same formula, charge and spin at 19.33 kcal per mole. For the energy, the calculation gives -8857.95559 eV.

=====

(3)
The following is a quantum chemistry calculation of 2 unconnected molecules or ions with the total composition C3H10NO2, from the Open Molecules 2025 dataset.

Each line ends with the Löwdin charge.
Geometry (Å):
C  -1.61275  -0.67695  0.09065  -0.362
H  1.55136  -0.92387  1.32593  0.154
H  1.74008  1.46637  0.56266  0.141
H  -1.05606  1.27685  0.63343  0.171
O  1.01740  -1.59261  -0.37330  0.128
H  2.81196  0.58118  -0.63931  0.070
C  1.84230  0.66526  -0.28824  -0.023
H  -1.16690  -1.71458  0.04362  0.132
H  -2.01157  0.56397  -1.24108  0.144
O  -1.50630  -0.30201  -1.20965  -0.045
H  1.18208  1.07591  -1.17114  0.144
N  -0.77187  0.23563  0.89438  0.031
H  -0.69372  0.14887  1.89537  0.100
H  -2.70248  -0.69064  0.56284  0.171
C  1.39084  -0.60878  0.31093  -0.176
H  0.63293  -1.13458  -1.25787  0.219

As for the total charge: +1. The value obtained for the HOMO energy is -14.655 eV. The HOMO-LUMO gap comes out at 10.057 eV. The calculation puts the energy above the lowest of the compared OMol25 structures with the same formula, charge and spin at 72.36 kcal per mole. For the energy, the calculation gives -8849.20302 eV.

=====

(4)
The following is a quantum chemistry calculation of 2 unconnected molecules or ions with the total composition C3H10NO2, from the Open Molecules 2025 dataset.

Each line ends with the Löwdin charge.
Geometry (Å):
C  -2.52201  -0.47471  -0.22668  -0.052
O  4.13223  -0.18200  -0.11775  -0.051
H  -2.13710  1.59915  -0.48492  0.193
H  -3.63397  -0.38377  -0.36414  0.124
O  0.62807  -0.01273  -0.37728  0.002
H  2.45130  -0.15822  -1.42687  0.148
H  -2.04288  -0.80536  -1.15846  0.114
H  2.68917  -0.38245  1.50877  0.134
H  2.94392  1.28428  0.73782  0.129
C  1.84613  -0.10140  -0.48450  -0.130
C  2.92964  0.20526  0.60387  -0.148
H  -2.39760  -1.22275  0.47609  0.076
N  -1.94009  0.80295  0.18295  0.104
H  4.83719  0.20808  0.32335  0.056
H  -2.39142  1.26242  1.03491  0.204
H  -0.93512  0.50162  0.17644  0.097

As for the total charge: +1. The value obtained for the HOMO energy is -14.186 eV. The HOMO-LUMO gap comes out at 10.732 eV. The calculation puts the energy above the lowest of the compared OMol25 structures with the same formula, charge and spin at 45.86 kcal per mole. For the energy, the calculation gives -8850.35208 eV.

=====

Question: What is the total charge in the first record?
Answer: +1

=====

Question: Among the records above, which one has the lowest HOMO?
Answer: number 3

=====

Question: Which of these has the highest energy?
Answer: C3H10NO